1.
128
Properties=species:S:1:pos:R:3:mulliken_charge:R:1 method="wB97M-V/def2-TZVPD" multiplicity=1 lumo_energy_ha=0.010 e_homo_ev=-11.12 smiles="CCOC(=O)C(F)(F)F.CCOC(=O)C(F)(F)F.CCOC(=O)C(F)(F)F.CCOC(=O)C(F)(F)F.CCOC(=O)C(F)(F)F.CCOC(=O)C(F)(F)F.CCOC(=O)C(F)(F)F.COC(=O)OC.CC#N.CC#N.CC#N"
C 6.11021 -0.26202 1.83482 -0.07
C 6.20929 0.61574 3.06143 -0.57
O 4.90801 1.16906 3.37778 -0.26
C 4.59850 2.33002 2.85480 0.40
O 5.30688 3.03143 2.19147 -0.59
C 3.13474 2.74525 3.13176 0.95
F 2.41977 2.51620 2.02241 -0.27
F 2.60311 2.05308 4.14903 -0.28
F 3.05637 4.04848 3.42170 -0.25
H 5.88389 0.30247 0.92899 -0.45
H 5.43467 -1.10058 1.95395 0.10
H 7.12534 -0.64167 1.65996 0.46
H 7.00690 1.35128 3.06395 0.39
H 6.40301 -0.04800 3.90623 0.32
C 3.37857 -5.70847 -0.12723 -0.72
C 4.34705 -6.69181 0.46468 -0.50
O 5.37760 -5.98022 1.16582 -0.27
C 6.49544 -5.75985 0.52083 0.40
O 6.77123 -6.12775 -0.58354 -0.53
C 7.49031 -4.89496 1.31413 0.87
F 8.67377 -5.51096 1.34801 -0.26
F 7.66082 -3.71812 0.70412 -0.24
F 7.07992 -4.67754 2.56248 -0.25
H 2.65432 -6.14436 -0.80941 0.42
H 3.97595 -4.98746 -0.69604 0.18
H 2.90640 -5.07958 0.62943 0.18
H 4.78855 -7.31719 -0.31846 0.35
H 3.95375 -7.48367 1.10604 0.37
C -4.26045 4.14746 -0.64579 -1.23
C -5.63460 3.60434 -0.97089 0.10
O -6.18541 2.90426 0.14332 -0.14
C -6.93566 3.61415 0.96035 0.29
O -7.09926 4.79570 0.93595 -0.53
C -7.64401 2.72066 2.00429 0.82
F -8.95779 2.70456 1.75683 -0.27
F -7.19501 1.46081 1.95415 -0.19
F -7.46121 3.18872 3.23691 -0.26
H -3.79391 4.50834 -1.56475 0.45
H -3.63053 3.33915 -0.27240 0.17
H -4.30882 4.96211 0.07324 0.49
H -5.54888 2.96346 -1.84853 -0.15
H -6.31370 4.39745 -1.28500 0.42
C 1.96022 8.13890 2.92331 -1.17
C 0.55169 8.00400 2.36695 -0.26
O 0.27525 6.59714 2.23707 -0.13
C -0.89553 6.24825 1.75365 -0.03
O -1.72515 6.99114 1.31610 -0.55
C -1.02545 4.72255 1.60711 1.21
F -0.04494 4.05683 2.21739 -0.18
F -2.20581 4.29774 2.02320 -0.24
F -0.92277 4.43157 0.28532 -0.26
H 2.64598 7.58458 2.27626 0.30
H 2.02017 7.70196 3.91457 0.30
H 2.25216 9.18407 2.84247 0.39
H 0.40147 8.53687 1.43023 0.35
H -0.16212 8.39446 3.09867 0.30
C -6.34056 -5.38191 -0.34464 -1.34
C -6.59780 -3.91142 -0.11501 0.05
O -5.35455 -3.22791 -0.07436 -0.18
C -5.42343 -1.91190 -0.02537 -0.16
O -6.41635 -1.25347 0.01989 -0.53
C -4.02534 -1.27349 0.08517 1.36
F -3.05147 -2.03071 -0.45349 -0.28
F -4.00040 -0.08292 -0.49362 -0.12
F -3.75762 -1.13014 1.38886 -0.26
H -7.27088 -5.94088 -0.24129 0.39
H -5.66997 -5.80329 0.40615 0.34
H -5.91400 -5.54917 -1.33272 0.33
H -7.15120 -3.75638 0.81756 0.31
H -7.30351 -3.53136 -0.85807 0.17
C -0.88526 0.77908 -0.67882 -0.68
C 0.44871 0.78967 0.01674 -0.51
O 1.23670 -0.31591 -0.43973 0.47
C 2.30852 -0.59404 0.27385 -0.43
O 2.70678 -0.00682 1.22689 -0.11
C 3.10898 -1.74168 -0.38288 0.54
F 3.58352 -2.55071 0.57133 -0.21
F 2.35969 -2.47226 -1.20851 -0.12
F 4.15284 -1.24345 -1.04558 -0.16
H -0.77265 1.03046 -1.74227 0.39
H -1.49350 1.57317 -0.24588 0.12
H -1.43767 -0.15939 -0.70323 -0.04
H 0.29842 0.78381 1.09677 0.17
H 0.95453 1.73943 -0.17579 0.30
C -3.65277 0.90705 -3.48747 -0.71
C -4.79759 0.99042 -4.48648 -0.57
O -5.64791 -0.14308 -4.45257 -0.32
C -6.63836 -0.19316 -3.58216 0.47
O -6.97123 0.66160 -2.81970 -0.48
C -7.42635 -1.51565 -3.71260 0.79
F -6.75975 -2.44504 -4.40397 -0.26
F -7.65767 -1.99347 -2.48414 -0.25
F -8.59188 -1.30942 -4.32332 -0.25
H -3.88801 1.36571 -2.52660 0.04
H -2.78486 1.45243 -3.86645 0.48
H -3.31402 -0.11800 -3.32772 0.26
H -4.40685 1.05692 -5.49799 0.40
H -5.34641 1.91564 -4.29589 0.33
C -0.38386 -3.75605 0.81796 -0.38
O 0.40534 -3.44569 1.98038 -0.38
C 0.15089 -2.28519 2.59126 0.95
O -0.60893 -1.45223 2.16721 -0.49
O 0.91687 -2.21161 3.66186 -0.37
C 0.81348 -1.02225 4.43400 -0.40
H -1.28612 -3.14813 0.81524 0.10
H -0.64786 -4.80200 0.92028 0.35
H 0.20436 -3.49209 -0.05800 0.09
H 1.20563 -0.17598 3.86509 0.00
H 1.43454 -1.13584 5.31515 0.27
H -0.21725 -0.79717 4.70261 0.30
C 5.24090 1.94183 -1.16882 -0.12
C 6.37121 1.04767 -1.43167 0.36
N 7.26285 0.35601 -1.66279 -0.54
H 4.51286 1.47869 -0.50657 -0.32
H 4.73728 2.05814 -2.13372 0.34
H 5.59765 2.88946 -0.78063 0.38
C 0.99785 -1.62604 -3.60136 -0.36
C 1.91583 -0.51541 -3.69218 0.46
N 2.67807 0.33829 -3.63836 -0.52
H 1.49141 -2.57525 -3.79045 0.30
H 0.07856 -1.56901 -4.18237 0.40
H 0.62938 -1.60090 -2.57294 -0.15
C 5.66043 -1.35598 -3.74905 -0.19
C 4.80755 -2.35698 -4.38611 0.27
N 4.14631 -3.15788 -4.86675 -0.53
H 6.66335 -1.46214 -4.15120 0.43
H 5.59721 -1.51547 -2.67700 -0.18
H 5.30504 -0.33925 -3.90508 0.26


2.
16
Properties=species:S:1:pos:R:3:mulliken_charge:R:1 method="wB97M-V/def2-TZVPD" multiplicity=1 lumo_energy_ha=0.124 e_homo_ev=-2.56 e_above_lowest_ev=4.940 total_charge=-1
C 0.35534 2.03651 1.05255 -0.72
C 0.54669 0.89666 0.37384 -0.09
C -0.49969 0.17024 -0.39800 -0.30
O -0.15543 -1.25151 -0.53687 -0.37
C -0.02152 -1.88160 0.64546 0.63
N 1.26954 -2.46351 0.86392 -0.65
O -0.89919 -1.99196 1.45079 -0.50
H -0.51894 2.25563 1.65512 0.26
H 1.14109 2.78863 1.05143 0.22
H 1.55385 0.47760 0.32334 0.33
H -1.50436 0.26211 0.01205 0.34
H -0.49502 0.60377 -1.40929 0.23
H 1.90055 -1.73667 1.18775 0.30
H 1.62071 -2.74156 -0.04923 0.31
O -1.84248 1.56984 -2.86592 -1.11
H -2.45114 1.00581 -3.35694 0.13


3.
16
Properties=species:S:1:pos:R:3:mulliken_charge:R:1 method="wB97M-V/def2-TZVPD" multiplicity=1 lumo_energy_ha=-0.116 e_homo_ev=-13.93 e_above_lowest_ev=5.115 total_charge=+1 smiles=NOC[C@H](N)[NH3+]
C -0.77958 0.79237 0.73610 -0.60
C 1.01843 0.36687 0.38555 -0.17
N 1.39016 0.92391 -0.90400 -0.68
N -1.69470 -0.88295 -0.65169 -0.51
N 0.91980 -1.17365 0.18612 -0.37
O -1.62570 0.57803 -0.27058 -0.24
H -0.96770 0.30890 1.65609 0.44
H -0.94629 1.86836 1.10077 0.36
H 1.62401 0.57611 1.14786 0.55
H 2.12301 1.62519 -0.79640 0.28
H 0.60698 1.50197 -1.32994 0.28
H -1.79053 -0.98050 -1.61427 0.22
H -2.50257 -1.15681 -0.10904 0.26
H 1.50406 -1.49355 1.04273 0.39
H -0.09915 -1.37210 0.18478 0.46
H 1.21978 -1.48216 -0.76408 0.33


4.
9
Properties=species:S:1:pos:R:3:mulliken_charge:R:1 method="wB97M-V/def2-TZVPD" multiplicity=1 lumo_energy_ha=0.007 e_homo_ev=-9.00 e_above_lowest_ev=4.007
C -0.37300 1.52018 0.11951 0.18
C -0.11734 -1.12733 -0.09348 -0.67
N 0.62131 -0.13777 0.54884 -0.31
O -1.50884 1.37402 -0.26687 -0.35
Cl 2.17167 0.12190 -0.21061 -0.14
H 0.18269 2.32679 0.29279 0.43
H -0.01413 -1.08395 -1.12407 0.34
H 0.24084 -2.12023 0.41711 0.27
H -1.20320 -0.87360 0.31677 0.26


5.
54
Properties=species:S:1:pos:R:3:mulliken_charge:R:1 method="wB97M-V/def2-TZVPD" multiplicity=1 lumo_energy_ha=-0.161 e_homo_ev=-10.63 total_charge=+1
C 6.83990 -4.08506 7.62382 -0.82
O 5.63112 -3.94673 8.42129 -0.45
C 5.12016 -2.70187 8.58280 0.90
C 4.00166 -2.58817 9.45695 -0.91
C 3.51443 -1.32114 9.72991 -0.65
C 4.01271 -0.18183 9.09879 0.44
C 3.35901 1.11455 9.52751 -0.17
C 3.89883 2.42587 8.99119 0.81
C 2.98839 3.45580 8.74833 -0.99
C 3.41078 4.72588 8.34682 -0.49
C 4.78508 4.95990 8.15502 -0.04
O 5.15518 6.28034 7.89422 -0.47
C 5.35852 6.72375 6.58403 0.52
C 4.65345 7.84825 6.12514 -0.48
C 4.71898 8.17144 4.76650 -0.29
C 5.56075 7.46508 3.90861 -0.54
C 6.33282 6.41854 4.41338 -0.47
C 6.25861 6.05810 5.76262 -0.27
C 5.71681 3.94875 8.36075 -0.52
C 5.25996 2.69063 8.83520 -0.19
C 5.06992 -0.30695 8.18438 -0.40
C 5.66056 -1.56146 7.95013 -0.69
H 7.05881 -5.16083 7.64066 0.24
H 6.67172 -3.75824 6.58973 0.33
H 7.66700 -3.51883 8.07168 0.35
H 3.56874 -3.48103 9.89567 0.44
H 2.67610 -1.22702 10.40585 0.39
H 2.28533 1.05283 9.22972 0.72
H 1.92788 3.25995 8.84711 0.37
H 2.69742 5.52554 8.16274 0.44
H 4.02590 8.42229 6.80265 0.42
H 4.10818 8.98642 4.36426 0.35
H 5.63357 7.72919 2.85337 0.37
H 7.01066 5.85668 3.76897 0.35
H 6.85046 5.24692 6.18492 0.24
H 6.79284 4.09922 8.17731 0.44
H 5.99114 1.91441 9.02308 0.76
H 5.43941 0.53848 7.62294 0.80
H 6.50438 -1.64485 7.25667 0.36
H 3.32361 1.14501 10.64740 -1.36
B 2.50231 0.92354 12.53695 0.74
N 3.79716 1.29703 13.19011 -0.02
C 3.67152 1.29052 14.55213 -0.15
C 4.74001 1.60860 15.36418 -0.63
C 5.97170 1.94723 14.81947 -0.21
C 6.08366 1.95765 13.44289 -0.78
C 5.01615 1.63689 12.63881 0.09
H 1.76280 1.82467 12.24960 -0.01
H 2.33280 -0.24658 12.32171 -0.02
H 2.66944 1.01714 14.89882 0.47
H 4.53762 1.57081 16.43554 0.39
H 6.77985 2.18550 15.47943 0.48
H 7.02427 2.22111 12.98087 0.42
H 5.10196 1.64638 11.55240 0.35


What did the fifth record say?
54
Properties=species:S:1:pos:R:3:mulliken_charge:R:1 method="wB97M-V/def2-TZVPD" multiplicity=1 lumo_energy_ha=-0.161 e_homo_ev=-10.63 total_charge=+1
C 6.83990 -4.08506 7.62382 -0.82
O 5.63112 -3.94673 8.42129 -0.45
C 5.12016 -2.70187 8.58280 0.90
C 4.00166 -2.58817 9.45695 -0.91
C 3.51443 -1.32114 9.72991 -0.65
C 4.01271 -0.18183 9.09879 0.44
C 3.35901 1.11455 9.52751 -0.17
C 3.89883 2.42587 8.99119 0.81
C 2.98839 3.45580 8.74833 -0.99
C 3.41078 4.72588 8.34682 -0.49
C 4.78508 4.95990 8.15502 -0.04
O 5.15518 6.28034 7.89422 -0.47
C 5.35852 6.72375 6.58403 0.52
C 4.65345 7.84825 6.12514 -0.48
C 4.71898 8.17144 4.76650 -0.29
C 5.56075 7.46508 3.90861 -0.54
C 6.33282 6.41854 4.41338 -0.47
C 6.25861 6.05810 5.76262 -0.27
C 5.71681 3.94875 8.36075 -0.52
C 5.25996 2.69063 8.83520 -0.19
C 5.06992 -0.30695 8.18438 -0.40
C 5.66056 -1.56146 7.95013 -0.69
H 7.05881 -5.16083 7.64066 0.24
H 6.67172 -3.75824 6.58973 0.33
H 7.66700 -3.51883 8.07168 0.35
H 3.56874 -3.48103 9.89567 0.44
H 2.67610 -1.22702 10.40585 0.39
H 2.28533 1.05283 9.22972 0.72
H 1.92788 3.25995 8.84711 0.37
H 2.69742 5.52554 8.16274 0.44
H 4.02590 8.42229 6.80265 0.42
H 4.10818 8.98642 4.36426 0.35
H 5.63357 7.72919 2.85337 0.37
H 7.01066 5.85668 3.76897 0.35
H 6.85046 5.24692 6.18492 0.24
H 6.79284 4.09922 8.17731 0.44
H 5.99114 1.91441 9.02308 0.76
H 5.43941 0.53848 7.62294 0.80
H 6.50438 -1.64485 7.25667 0.36
H 3.32361 1.14501 10.64740 -1.36
B 2.50231 0.92354 12.53695 0.74
N 3.79716 1.29703 13.19011 -0.02
C 3.67152 1.29052 14.55213 -0.15
C 4.74001 1.60860 15.36418 -0.63
C 5.97170 1.94723 14.81947 -0.21
C 6.08366 1.95765 13.44289 -0.78
C 5.01615 1.63689 12.63881 0.09
H 1.76280 1.82467 12.24960 -0.01
H 2.33280 -0.24658 12.32171 -0.02
H 2.66944 1.01714 14.89882 0.47
H 4.53762 1.57081 16.43554 0.39
H 6.77985 2.18550 15.47943 0.48
H 7.02427 2.22111 12.98087 0.42
H 5.10196 1.64638 11.55240 0.35